(w)
ORCA calculation (ωB97M-V with the def2-TZVPD basis set) on an isolated molecule of C3H3N3O2.

Properties
E_HOMO ... -10.9 eV
HOMO-LUMO gap ... 10.48 eV
SMILES ... N#C/C=N\OC(N)=O
E_LUMO ... -0.4 eV

Positions of all 11 atoms, in Å:
N1 -2.20 2.73 -0.34
C1 -1.27 2.16 0.17
C2 0.03 1.88 0.73
N2 0.76 0.86 0.63
O1 0.06 -0.16 -0.03
C3 0.90 -1.33 -0.07
N3 -0.01 -2.24 -0.65
O2 1.94 -1.58 0.44
H1 0.34 2.66 1.38
H2 -0.80 -1.89 -1.17
H3 0.27 -3.10 -1.08

These are the Löwdin partial charges, in e, on atoms 1 to 4: atom 1 (N): 0.16, atom 2 (C): -0.15, atom 3 (C): -0.14, atom 4 (N): 0.10

(x)
ORCA calculation (ωB97M-V with the def2-TZVPD basis set) on an isolated molecule of C3H3N3O2.

Properties
E_HOMO ... -9.2 eV
HOMO-LUMO gap ... 9.02 eV
SMILES ... O=c1nc[nH]c(O)n1
E_LUMO ... -0.2 eV

Positions of all 11 atoms, in Å:
O1 2.43 -1.33 -0.29
C1 1.40 -0.59 0.14
N1 1.55 0.72 0.45
C2 0.51 1.44 -0.03
N2 -0.76 0.92 -0.10
C3 -0.74 -0.48 0.04
O2 -1.91 -1.09 0.04
N3 0.27 -1.31 0.39
H1 0.88 2.49 -0.35
H2 -1.74 1.21 -0.15
H3 -1.87 -1.98 -0.14

These are the Löwdin partial charges, in e, on atoms 1 to 4: atom 1 (O): -0.05, atom 2 (C): -0.55, atom 3 (N): 0.14, atom 4 (C): -0.10

(y)
ORCA calculation (ωB97M-V with the def2-TZVPD basis set) on an isolated molecule of C3H3N3O2.

Properties
E_HOMO ... -10.1 eV
HOMO-LUMO gap ... 9.73 eV
SMILES ... O=C1C=NN=CON1
E_LUMO ... -0.4 eV

Positions of all 11 atoms, in Å:
O1 -1.89 1.66 0.19
C1 -0.89 0.94 0.14
C2 -0.25 0.41 1.41
N1 0.52 -0.64 1.53
N2 0.52 -1.59 0.51
C3 0.89 -1.31 -0.68
O2 0.94 0.02 -1.01
N3 -0.23 0.72 -1.02
H1 -0.30 1.07 2.29
H2 1.26 -1.99 -1.42
H3 -0.56 0.70 -1.95

These are the Löwdin partial charges, in e, on atoms 1 to 4: atom 1 (O): 0.05, atom 2 (C): -0.42, atom 3 (C): -0.02, atom 4 (N): 0.06

Least stable of them? (y).